Record 1
{"formula": "C30H43N4O8PrSSi2Te", "method": "the ωB97M-V functional and the def2-TZVPD basis", "e_homo_ev": [-6.957, -6.966], "e_above_lowest_ev": 3.830, "e_lumo_ha": [-0.025, -0.024], "spin_multiplicity": 3, "symbols": ["Pr", "O", "C", "O", "C", "O", "C", "C", "O", "O", "H", "H", "H", "H", "H", "O", "C", "C", "C", "C", "C", "C", "C", "O", "N", "N", "C", "C", "C", "C", "C", "C", "C", "O", "H", "H", "H", "H", "H", "H", "H", "H", "H", "H", "C", "Si", "C", "C", "C", "Te", "C", "Si", "C", "C", "C", "H", "H", "H", "H", "H", "H", "H", "H", "H", "H", "H", "H", "H", "H", "H", "H", "H", "H", "H", "H", "H", "H", "C", "N", "C", "C", "N", "C", "S", "H", "H", "H", "H", "H", "H"], "xyz": [[-0.926, 3.934, 0.424], [0.964, 7.910, 1.308], [0.788, 6.652, 1.016], [-0.353, 6.107, 1.153], [1.939, 5.879, 0.408], [1.604, 4.543, -0.062], [2.115, 4.101, -1.402], [1.156, 3.185, -2.085], [1.616, 2.533, -2.998], [-0.139, 3.171, -1.636], [0.031, 8.305, 1.519], [2.786, 5.782, 1.170], [2.288, 6.596, -0.371], [3.075, 3.625, -1.195], [2.389, 5.046, -1.868], [-1.413, 0.974, 5.275], [-0.163, 0.666, 5.011], [0.477, -0.458, 5.635], [1.831, -0.694, 5.396], [2.545, 0.071, 4.472], [1.918, 1.099, 3.781], [0.578, 1.303, 3.957], [-0.171, 2.057, 2.989], [0.327, 2.400, 1.847], [-1.421, 2.359, 3.371], [-2.174, 3.145, 2.541], [-3.450, 3.171, 2.869], [-4.512, 3.810, 2.185], [-5.808, 3.726, 2.655], [-6.822, 4.006, 1.803], [-6.609, 4.653, 0.587], [-5.368, 5.052, 0.249], [-4.243, 4.629, 1.007], [-3.029, 4.808, 0.606], [-1.658, 1.751, 4.400], [-0.165, -1.110, 6.220], [2.355, -1.506, 5.965], [3.602, -0.179, 4.441], [2.454, 1.672, 2.972], [-3.738, 2.669, 3.826], [-6.065, 3.324, 3.640], [-7.820, 3.701, 2.097], [-7.448, 4.923, -0.013], [-5.220, 5.481, -0.719], [1.734, -7.949, -1.181], [0.964, -6.379, -0.345], [-0.917, -6.620, -0.331], [1.476, -6.155, 1.383], [1.578, -4.920, -1.399], [3.713, -4.378, -1.113], [3.819, -2.193, -1.495], [3.575, -1.921, -3.338], [3.869, -3.606, -4.247], [1.832, -1.252, -3.662], [4.653, -0.608, -4.125], [1.126, -8.838, -0.847], [2.755, -8.026, -0.900], [1.701, -7.957, -2.237], [-1.431, -6.366, 0.698], [-1.104, -7.706, -0.510], [-1.232, -5.905, -1.157], [1.024, -6.845, 2.110], [1.251, -5.133, 1.683], [2.598, -6.173, 1.336], [1.021, -4.029, -1.018], [1.535, -4.906, -2.492], [4.790, -1.809, -0.995], [3.014, -1.786, -0.894], [3.008, -4.252, -4.435], [4.630, -4.173, -3.726], [4.244, -3.450, -5.272], [0.990, -1.805, -3.160], [1.711, -1.343, -4.786], [1.786, -0.160, -3.341], [5.719, -0.486, -3.768], [4.175, 0.394, -4.101], [4.866, -0.852, -5.185], [-3.493, -1.808, -0.633], [-2.772, -0.796, -1.427], [-2.196, -1.167, -2.672], [-1.534, -0.105, -3.187], [-1.686, 0.955, -2.200], [-2.517, 0.531, -1.177], [-3.029, 1.411, 0.213], [-2.763, -2.252, 0.098], [-3.903, -2.519, -1.361], [-4.270, -1.170, -0.108], [-2.407, -2.169, -3.056], [-0.852, -0.010, -4.020], [-1.176, 1.816, -2.063]]}


Record 2
{"formula": "C15H27N4OPPm", "method": "the ωB97M-V functional and the def2-TZVPD basis", "e_homo_ev": [-14.204, -14.302], "e_above_lowest_ev": 0.000, "e_lumo_ha": [-0.212, -0.280], "spin_multiplicity": 6, "charge": 2, "symbols": ["C", "C", "N", "C", "C", "C", "C", "C", "P", "H", "H", "H", "C", "C", "H", "H", "H", "C", "C", "H", "H", "H", "H", "H", "H", "H", "H", "H", "H", "H", "H", "Pm", "H", "O", "H", "H", "N", "C", "C", "N", "C", "C", "N", "H", "H", "H", "H", "H", "H"], "xyz": [[-0.572, 2.522, -1.986], [-0.256, 1.295, -2.835], [-0.161, 0.117, -2.170], [0.134, -1.031, -2.889], [0.334, -0.930, -4.287], [0.244, 0.282, -4.943], [-0.065, 1.420, -4.200], [0.266, -2.275, -2.221], [0.168, -2.532, -0.487], [-0.110, 2.423, -4.646], [0.596, -1.846, -4.810], [0.409, 0.346, -6.016], [1.475, 2.811, -0.677], [-0.669, 3.255, 0.372], [0.520, -3.130, -2.853], [-1.655, 2.668, -1.872], [-0.208, 3.428, -2.495], [1.682, -3.395, 0.082], [-1.172, -3.732, -0.178], [1.687, -3.425, 1.182], [1.749, -4.426, -0.297], [2.563, -2.828, -0.243], [-1.354, -3.780, 0.904], [-2.089, -3.390, -0.674], [-0.926, -4.738, -0.545], [-0.632, 4.329, 0.105], [-1.725, 2.933, 0.432], [-0.195, 3.134, 1.365], [1.578, 3.893, -0.881], [1.939, 2.590, 0.302], [1.999, 2.244, -1.460], [0.056, 0.216, 0.352], [1.969, -0.205, 0.148], [-2.201, -0.303, -0.238], [-3.032, -0.594, 0.189], [-2.395, -0.173, -1.192], [0.045, 2.446, -0.635], [0.110, 1.931, 4.354], [-0.017, 0.484, 4.031], [-0.151, -0.123, 2.833], [-0.162, -1.514, 3.077], [-0.074, -1.724, 4.425], [0.013, -0.460, 5.001], [-0.815, 2.311, 4.829], [0.941, 2.067, 5.071], [0.309, 2.517, 3.446], [-0.197, -2.211, 2.243], [-0.058, -2.642, 4.993], [0.104, -0.256, 5.995]]}


Record 3
{"formula": "C33H58N3O3S", "method": "the ωB97M-V functional and the def2-TZVPD basis", "e_homo_ev": [-8.613, -8.897], "e_lumo_ha": [0.022, -0.002], "spin_multiplicity": 4, "symbols": ["C", "C", "C", "C", "C", "S", "C", "C", "C", "C", "C", "C", "C", "C", "C", "C", "N", "O", "H", "H", "H", "H", "H", "H", "H", "H", "H", "H", "H", "H", "H", "H", "H", "H", "H", "H", "H", "H", "H", "H", "C", "C", "C", "C", "C", "C", "N", "O", "C", "C", "C", "H", "H", "H", "H", "H", "H", "H", "H", "H", "H", "H", "H", "H", "H", "H", "H", "H", "H", "C", "C", "C", "C", "C", "C", "N", "O", "C", "C", "C", "H", "H", "H", "H", "H", "H", "H", "H", "H", "H", "H", "H", "H", "H", "H", "H", "H", "H"], "xyz": [[0.519, 1.821, 3.651], [0.287, 2.303, 2.129], [0.744, 3.834, 2.129], [1.210, 1.536, 1.108], [0.699, 0.114, 0.651], [0.709, -1.140, 2.036], [1.616, -0.388, -0.531], [2.042, -1.797, -0.648], [2.932, -2.243, -1.733], [3.433, -1.316, -2.747], [2.991, 0.071, -2.672], [2.108, 0.504, -1.591], [-0.826, 0.258, 0.196], [-1.514, 1.630, 0.541], [-3.094, 1.324, 0.576], [-1.338, 2.702, -0.651], [-1.185, 2.180, 1.877], [-1.758, 3.333, 2.077], [0.676, 2.705, 4.322], [-0.303, 1.149, 4.011], [1.450, 1.182, 3.650], [1.876, 3.801, 2.162], [0.401, 4.363, 3.047], [0.482, 4.367, 1.183], [1.388, 2.239, 0.244], [2.220, 1.429, 1.602], [-0.395, -0.749, 2.770], [1.720, -2.586, 0.065], [3.274, -3.307, -1.819], [4.123, -1.644, -3.556], [3.330, 0.824, -3.417], [1.814, 1.586, -1.610], [-0.862, 0.136, -0.925], [-1.439, -0.584, 0.609], [-3.342, 0.396, 0.006], [-3.701, 2.216, 0.276], [-3.344, 1.146, 1.663], [-2.309, 2.848, -1.194], [-0.944, 3.683, -0.299], [-0.649, 2.200, -1.393], [-2.476, -4.314, 5.642], [-1.499, -3.180, 6.023], [-0.667, -3.600, 7.246], [-1.457, -3.569, 8.550], [-2.111, -2.204, 8.751], [-2.967, -1.763, 7.551], [-2.251, -1.910, 6.248], [-1.383, -0.909, 6.152], [-4.283, -2.576, 7.534], [-3.445, -0.317, 7.790], [-0.562, -3.094, 4.803], [-3.061, -4.695, 6.476], [-3.164, -3.992, 4.857], [-1.931, -5.180, 5.258], [0.199, -2.937, 7.351], [-0.261, -4.605, 7.095], [-2.210, -4.362, 8.560], [-0.787, -3.779, 9.388], [-2.723, -2.229, 9.657], [-1.323, -1.465, 8.936], [-4.820, -2.437, 6.593], [-4.950, -2.251, 8.336], [-4.143, -3.642, 7.700], [-2.619, 0.382, 7.933], [-4.056, -0.259, 8.693], [-4.055, 0.037, 6.955], [-1.108, -2.780, 3.910], [-0.114, -4.067, 4.590], [0.269, -2.403, 4.958], [1.532, 3.362, -7.897], [2.548, 2.199, -7.892], [2.485, 1.447, -9.232], [1.244, 0.570, -9.372], [1.120, -0.380, -8.184], [1.161, 0.344, -6.827], [2.299, 1.306, -6.721], [3.405, 0.599, -6.514], [-0.182, 1.074, -6.595], [1.189, -0.712, -5.705], [3.910, 2.917, -7.801], [0.530, 3.074, -8.206], [1.469, 3.832, -6.912], [1.836, 4.137, -8.605], [3.371, 0.813, -9.344], [2.517, 2.159, -10.062], [0.347, 1.189, -9.466], [1.309, -0.010, -10.297], [0.191, -0.950, -8.274], [1.933, -1.113, -8.238], [-0.117, 1.758, -5.746], [-0.979, 0.360, -6.374], [-0.536, 1.629, -7.462], [2.038, -1.393, -5.787], [0.295, -1.337, -5.737], [1.224, -0.237, -4.722], [4.009, 3.453, -6.854], [4.012, 3.648, -8.606], [4.754, 2.233, -7.897]]}


Record 4
{"formula": "C9H22N5O2P2S", "method": "the ωB97M-V functional and the def2-TZVPD basis", "e_homo_ev": -11.363, "e_lumo_ha": -0.127, "spin_multiplicity": 1, "charge": 1, "symbols": ["N", "P", "C", "C", "P", "S", "N", "C", "N", "C", "C", "O", "C", "N", "H", "H", "H", "H", "H", "H", "H", "H", "H", "H", "H", "H", "H", "H", "H", "C", "C", "O", "N", "C", "H", "H", "H", "H", "H", "H", "H"], "xyz": [[1.180, 0.982, -1.535], [-0.264, 0.480, -1.808], [-0.783, -0.848, -0.674], [-0.209, -2.069, -0.615], [1.102, -2.884, -1.573], [0.786, -4.769, -1.754], [-0.841, -2.749, 0.410], [-1.754, -1.968, 0.956], [-1.740, -0.794, 0.337], [-2.673, 0.289, 0.694], [-4.129, -0.050, 0.331], [-4.811, -0.609, 1.440], [-4.883, 1.136, -0.286], [-4.641, 1.393, -1.694], [1.213, 1.979, -1.340], [-1.350, 1.367, -1.759], [-0.479, -0.210, -3.010], [2.246, -2.470, -0.877], [1.099, -2.083, -2.721], [-0.648, -3.715, 0.657], [-2.424, -2.236, 1.763], [-2.320, 1.207, 0.227], [-2.589, 0.401, 1.779], [-4.099, -0.862, -0.409], [-4.763, -0.021, 2.206], [-4.665, 2.058, 0.268], [-5.947, 0.921, -0.149], [-3.686, 1.656, -1.905], [-4.886, 0.596, -2.270], [4.043, 1.994, 0.040], [4.735, 2.234, 1.364], [4.841, 3.348, 1.839], [5.233, 1.145, 2.016], [5.209, -0.238, 1.595], [3.729, 2.959, -0.347], [4.714, 1.526, -0.681], [3.169, 1.353, 0.161], [5.686, 1.370, 2.888], [4.678, -0.863, 2.317], [6.218, -0.637, 1.479], [4.705, -0.320, 0.636]]}


Record 5
{"formula": "C3H4N2OS", "method": "the ωB97M-V functional and the def2-TZVPD basis", "e_homo_ev": -8.466, "e_above_lowest_ev": 2.494, "e_lumo_ha": 0.016, "spin_multiplicity": 1, "smiles": "CC#[N+][S-].N=C=O", "symbols": ["C", "C", "N", "S", "H", "H", "H", "N", "C", "O", "H"], "xyz": [[-1.170, -1.304, 0.302], [-0.410, -0.851, -0.848], [0.415, -0.272, -1.474], [1.404, 0.629, -2.196], [-1.344, -2.449, 0.262], [-2.034, -0.787, 0.125], [-0.629, -0.953, 1.170], [0.668, 2.125, 0.402], [0.916, 1.091, 0.950], [1.148, 0.216, 1.703], [1.037, 2.554, -0.396]]}


Record 6
{"formula": "C18H20FN5OS", "method": "the ωB97M-V functional and the def2-TZVPD basis", "e_homo_ev": -7.914, "e_above_lowest_ev": 0.040, "e_lumo_ha": 0.022, "spin_multiplicity": 1, "smiles": "Cc1cc(C(=O)CSc2nnnn2C)c(C)n1CCc1ccc(F)cc1", "symbols": ["C", "C", "C", "C", "C", "O", "C", "S", "C", "N", "N", "N", "N", "C", "C", "C", "N", "C", "C", "C", "C", "C", "C", "F", "C", "C", "H", "H", "H", "H", "H", "H", "H", "H", "H", "H", "H", "H", "H", "H", "H", "H", "H", "H", "H", "H"], "xyz": [[-3.510, -2.077, 1.304], [-2.212, -1.861, 0.607], [-0.987, -2.382, 0.905], [-0.084, -1.952, -0.106], [1.337, -2.203, -0.189], [1.979, -2.278, -1.216], [2.019, -2.336, 1.175], [3.682, -1.605, 1.097], [3.253, -0.161, 0.256], [2.047, 0.339, 0.078], [2.211, 1.409, -0.686], [3.428, 1.602, -0.973], [4.141, 0.628, -0.398], [5.560, 0.501, -0.502], [-0.810, -1.160, -0.984], [-0.318, -0.432, -2.179], [-2.087, -1.095, -0.530], [-3.110, -0.243, -1.072], [-3.344, 1.015, -0.210], [-2.052, 1.691, 0.164], [-1.380, 1.318, 1.320], [-0.193, 1.927, 1.680], [0.318, 2.920, 0.867], [1.454, 3.544, 1.235], [-0.319, 3.305, -0.297], [-1.504, 2.680, -0.643], [-3.845, -1.183, 1.830], [-4.289, -2.366, 0.599], [-3.393, -2.874, 2.033], [-0.763, -3.043, 1.719], [1.452, -1.830, 1.954], [2.169, -3.385, 1.432], [5.815, -0.526, -0.765], [5.899, 1.186, -1.276], [6.035, 0.755, 0.448], [-0.324, 0.644, -2.006], [-0.920, -0.660, -3.059], [0.703, -0.741, -2.375], [-4.048, -0.802, -1.154], [-2.800, 0.061, -2.073], [-3.977, 1.699, -0.777], [-3.878, 0.737, 0.699], [-1.787, 0.544, 1.954], [0.333, 1.644, 2.578], [0.115, 4.072, -0.916], [-2.014, 2.975, -1.549]]}


Record 7
{"formula": "C25H18MnN5O6", "method": "the ωB97M-V functional and the def2-TZVPD basis", "e_homo_ev": [-11.689, -11.991], "e_above_lowest_ev": 0.608, "e_lumo_ha": [-0.138, -0.138], "spin_multiplicity": 6, "charge": 1, "symbols": ["Mn", "O", "C", "O", "C", "C", "C", "C", "C", "N", "C", "O", "O", "H", "H", "H", "H", "O", "N", "O", "C", "C", "C", "C", "C", "C", "N", "C", "C", "N", "C", "C", "C", "C", "H", "H", "H", "H", "H", "H", "H", "N", "C", "C", "C", "C", "C", "C", "H", "H", "H", "H", "H", "H", "H"], "xyz": [[-0.446, -0.904, 0.520], [-4.310, -0.104, -1.725], [-3.154, -0.488, -1.208], [-2.926, -0.548, -0.017], [-2.133, -0.906, -2.212], [-2.285, -0.951, -3.579], [-1.247, -1.522, -4.319], [-0.156, -2.070, -3.669], [-0.101, -1.983, -2.282], [-1.048, -1.364, -1.605], [0.956, -2.639, -1.395], [1.863, -3.246, -1.930], [0.721, -2.468, -0.137], [-4.937, 0.068, -1.007], [-3.185, -0.580, -4.050], [-1.318, -1.567, -5.399], [0.638, -2.582, -4.197], [3.291, 5.410, -2.416], [3.552, 4.269, -2.102], [4.670, 3.795, -2.118], [2.444, 3.442, -1.525], [1.262, 4.060, -1.445], [0.132, 3.419, -0.848], [-1.104, 4.070, -0.712], [-2.122, 3.433, -0.058], [-1.898, 2.141, 0.426], [-0.759, 1.487, 0.278], [0.262, 2.128, -0.338], [1.538, 1.451, -0.449], [1.593, 0.204, 0.061], [2.726, -0.466, -0.006], [3.863, 0.056, -0.626], [3.824, 1.315, -1.154], [2.640, 2.084, -1.050], [1.173, 5.073, -1.811], [-1.228, 5.071, -1.114], [-3.085, 3.908, 0.088], [-2.684, 1.618, 0.955], [2.721, -1.466, 0.407], [4.757, -0.548, -0.704], [4.686, 1.721, -1.650], [-0.216, -0.476, 2.737], [-0.483, -1.687, 3.507], [-1.450, -2.567, 3.044], [-1.721, -3.734, 3.740], [-1.013, -4.028, 4.896], [-0.040, -3.150, 5.353], [0.221, -1.973, 4.664], [0.659, -0.056, 3.021], [-0.936, 0.214, 2.921], [-2.004, -2.339, 2.145], [-2.479, -4.418, 3.377], [-1.216, -4.945, 5.436], [0.515, -3.376, 6.255], [0.978, -1.284, 5.024]]}


Record 8
{"formula": "C13H6Cl3NORhS2", "method": "the ωB97M-V functional and the def2-TZVPD basis", "e_homo_ev": [-11.628, -11.738], "e_lumo_ha": [-0.111, -0.235], "spin_multiplicity": 5, "charge": 1, "symbols": ["Rh", "S", "C", "N", "C", "C", "C", "C", "C", "C", "S", "H", "H", "H", "H", "Cl", "C", "C", "C", "Cl", "C", "O", "C", "Cl", "C", "H", "H"], "xyz": [[-0.282, 0.503, -0.220], [-0.200, 2.641, -1.044], [1.406, 2.132, -1.473], [1.786, 0.977, -0.976], [3.050, 0.621, -1.416], [3.744, -0.542, -1.084], [5.004, -0.720, -1.609], [5.580, 0.243, -2.452], [4.906, 1.399, -2.785], [3.628, 1.578, -2.259], [2.539, 2.913, -2.497], [3.291, -1.275, -0.430], [5.563, -1.614, -1.369], [6.572, 0.075, -2.848], [5.353, 2.139, -3.434], [-2.868, -4.474, 4.455], [-2.237, -3.636, 3.122], [-1.788, -2.310, 3.310], [-1.284, -1.637, 2.246], [-0.715, -0.013, 2.432], [-1.194, -2.227, 0.925], [-0.744, -1.614, -0.064], [-1.662, -3.599, 0.804], [-1.564, -4.324, -0.727], [-2.171, -4.274, 1.880], [-1.850, -1.851, 4.287], [-2.521, -5.291, 1.772]]}


Record 9
{"formula": "ClH4N2OP", "method": "the ωB97M-V functional and the def2-TZVPD basis", "e_homo_ev": [-6.753, -9.295], "e_above_lowest_ev": 0.783, "e_lumo_ha": [0.034, -0.099], "spin_multiplicity": 3, "symbols": ["N", "N", "O", "P", "Cl", "H", "H", "H", "H"], "xyz": [[0.418, 0.455, 1.313], [0.325, -0.236, -1.398], [-1.638, -0.770, 0.214], [0.118, -0.882, 0.143], [-2.217, 0.725, -0.387], [0.208, 0.073, 2.208], [1.408, 0.598, 1.444], [1.089, -0.733, -1.982], [0.289, 0.770, -1.554]]}


Record 10
{"formula": "C4H10N2", "method": "the ωB97M-V functional and the def2-TZVPD basis", "e_homo_ev": -8.560, "e_above_lowest_ev": 3.199, "e_lumo_ha": 0.035, "spin_multiplicity": 1, "smiles": "C=C(C)CNN", "symbols": ["C", "C", "C", "C", "N", "N", "H", "H", "H", "H", "H", "H", "H", "H", "H", "H"], "xyz": [[0.141, -0.945, -1.714], [0.188, 0.149, -0.984], [0.380, 1.514, -1.446], [-0.076, 0.077, 0.549], [-0.369, -1.296, 1.209], [-0.414, -1.583, 2.636], [0.356, -1.011, -2.795], [-0.084, -1.880, -1.179], [1.335, 1.865, -1.469], [-0.311, 2.167, -0.748], [-0.192, 1.636, -2.386], [0.866, 0.371, 1.088], [-0.926, 0.770, 0.732], [-1.378, -1.442, 1.022], [-1.146, -1.101, 3.069], [0.336, -1.120, 3.121]]}